Formula: C41H77Br2F5N22O10PSi
Source: the OMol25 dataset
Level of theory: ωB97M-V/def2-TZVPD

The calculation puts the LUMO energy at -2.852 eV. The calculation puts the HOMO energy at -9.8 eV.

Structure (ORCA input):
```
! wB97M-V def2-TZVPD RIJCOSX def2/J DEFGRID3
* xyz 1 1
C 7.10 -0.60 0.37
N 5.60 -0.69 0.42
C 5.06 0.67 0.57
N 3.54 0.73 0.53
C 2.88 -0.59 0.50
C 1.32 -0.60 0.74
C 0.66 -2.00 0.63
C 1.26 -3.17 -0.01
C 0.63 -4.48 -0.11
N -0.62 -4.69 0.38
C -1.20 -3.61 0.94
C -0.70 -2.27 1.15
C 0.72 0.37 -0.41
P 0.82 -0.43 -2.07
O 0.91 0.46 -3.27
C 1.42 1.77 -0.16
C 0.57 2.99 -0.60
F 1.18 3.98 -1.37
F 0.17 3.70 0.57
C -0.81 2.69 -1.33
C -2.00 2.54 -0.27
Si -3.42 1.56 -1.09
C -3.40 1.97 -2.95
C -3.13 -0.31 -0.91
C -5.15 1.93 -0.40
C -6.28 2.13 -1.32
C -7.64 2.39 -0.84
C -7.89 2.46 0.59
C -6.79 2.28 1.52
C -5.44 2.00 1.03
C 3.00 1.81 -0.41
C 3.56 3.17 0.23
C 4.71 3.88 -0.56
C 5.60 4.82 0.33
F 6.39 4.11 1.24
Br 4.39 6.00 1.41
C 6.55 5.80 -0.49
F 6.18 7.13 -0.39
F 7.82 5.75 0.04
Br 6.71 5.42 -2.40
C 3.44 1.60 -1.89
C 4.08 0.35 -2.40
C 4.41 0.28 -3.80
N 4.24 1.20 -4.78
C 3.70 2.37 -4.35
C 3.32 2.57 -2.96
H 7.46 -0.70 1.43
H 7.47 0.39 0.01
H 7.56 -1.42 -0.22
H 5.43 -1.27 1.23
H 5.43 1.05 1.57
H 5.55 1.30 -0.20
H 3.30 1.07 1.49
H 3.27 -1.16 1.40
H 3.07 -1.25 -0.37
H 1.10 -0.18 1.76
H 2.28 -3.07 -0.46
H 1.20 -5.31 -0.63
H -2.25 -3.77 1.31
H -1.30 -1.47 1.67
H -0.37 0.40 -0.11
H 1.91 -1.37 -2.15
H -0.35 -1.24 -2.23
H 1.41 1.82 0.97
H -0.76 1.86 -2.06
H -1.07 3.62 -1.92
H -1.62 1.97 0.63
H -2.36 3.54 0.10
H -2.54 1.43 -3.42
H -3.23 3.06 -3.13
H -4.33 1.61 -3.46
H -2.95 -0.63 0.15
H -3.94 -0.89 -1.42
H -2.18 -0.54 -1.48
H -6.16 2.09 -2.43
H -8.45 2.53 -1.59
H -8.95 2.68 0.95
H -7.01 2.35 2.61
H -4.62 1.86 1.77
H 3.97 3.02 1.28
H 2.76 3.94 0.39
H 5.41 3.23 -1.14
H 4.22 4.56 -1.31
H 4.34 -0.50 -1.74
H 4.89 -0.68 -4.15
H 3.57 3.18 -5.11
H 2.92 3.60 -2.75
C 4.37 -6.07 -1.17
O 3.21 -5.85 -0.86
N 4.92 -5.63 -2.33
N 5.22 -6.76 -0.37
H 5.87 -5.79 -2.60
H 4.32 -5.11 -2.95
H 4.86 -7.11 0.50
H 6.18 -6.95 -0.60
C -2.91 -1.79 3.98
O -2.72 -1.05 3.03
N -4.14 -2.03 4.49
N -1.89 -2.45 4.60
H -4.32 -2.64 5.26
H -4.92 -1.57 4.05
H -0.96 -2.30 4.25
H -2.02 -3.07 5.38
C 1.68 -8.52 -3.68
O 0.70 -8.67 -2.97
N 1.84 -9.17 -4.87
N 2.71 -7.68 -3.35
H 2.64 -9.06 -5.46
H 1.11 -9.80 -5.15
H 2.63 -7.18 -2.48
H 3.52 -7.55 -3.92
C 4.79 10.61 -3.00
O 4.94 11.36 -3.94
N 3.56 10.30 -2.49
N 5.84 10.00 -2.37
H 3.42 9.68 -1.72
H 2.77 10.72 -2.93
H 6.76 10.21 -2.72
H 5.74 9.38 -1.60
C -5.64 -3.24 -1.87
O -5.49 -2.05 -2.09
N -5.43 -4.20 -2.81
N -6.03 -3.71 -0.65
H -5.55 -5.18 -2.64
H -5.14 -3.89 -3.72
H -6.20 -3.03 0.07
H -6.16 -4.68 -0.44
C -11.24 1.88 3.09
O -11.08 2.63 2.14
N -12.47 1.60 3.61
N -10.21 1.26 3.72
H -12.61 0.99 4.39
H -13.26 2.04 3.17
H -9.28 1.44 3.37
H -10.32 0.64 4.51
C -10.51 -0.92 7.11
O -10.34 -0.17 6.16
N -11.74 -1.20 7.62
N -9.48 -1.54 7.74
H -11.90 -1.81 8.40
H -12.53 -0.76 7.18
H -8.55 -1.36 7.40
H -9.59 -2.16 8.53
C 2.99 8.84 4.77
O 2.01 8.65 5.47
N 3.19 8.20 3.58
N 3.98 9.71 5.12
H 3.98 8.34 2.99
H 2.48 7.55 3.29
H 3.87 10.21 5.99
H 4.79 9.89 4.56
C 5.33 -11.25 -4.23
O 5.48 -10.49 -5.18
N 4.11 -11.53 -3.72
N 6.38 -11.88 -3.62
H 3.96 -12.16 -2.94
H 3.32 -11.09 -4.15
H 7.30 -11.69 -3.98
H 6.27 -12.51 -2.85
*
```